1.
Density functional theory data (the ωB97M-V functional and the def2-TZVPD basis) for 5 unconnected molecules or ions with the total composition C22H35BIN4O19S4 at a distorted geometry.

The geometry in ORCA input format:
```
! wB97M-V def2-TZVPD RIJCOSX def2/J DEFGRID3
* xyz 1 1
C 3.241 -4.773 4.586
O 2.483 -3.917 3.703
B 1.368 -4.575 3.243
O 1.515 -5.535 2.282
N -0.013 -4.350 3.747
C -0.855 -3.346 3.527
N -2.087 -3.265 4.108
C -2.565 -2.111 3.664
C -3.862 -1.415 3.955
C -5.123 -2.311 3.780
C -5.808 -2.517 5.150
I -7.942 -2.681 4.999
N -1.721 -1.510 2.832
N -0.618 -2.304 2.735
C 0.418 -1.808 1.849
C 1.479 -0.869 2.481
O 2.542 -0.786 1.894
C 1.262 -0.025 3.708
C 1.955 1.167 3.751
C 1.870 2.013 4.819
C 1.086 1.682 5.908
C 0.370 0.507 5.874
C 0.459 -0.333 4.795
H 3.046 -4.516 5.632
H 2.975 -5.833 4.468
H 4.311 -4.691 4.389
H 2.260 -5.326 1.705
H -0.379 -5.070 4.359
H -3.937 -0.596 3.228
H -3.811 -0.917 4.928
H -5.829 -1.760 3.152
H -4.890 -3.249 3.274
H -5.363 -3.393 5.630
H -5.604 -1.683 5.823
H -1.793 -0.631 2.332
H 0.981 -2.568 1.299
H -0.082 -1.198 1.065
H 2.592 1.450 2.919
H 2.445 2.933 4.832
H 1.051 2.352 6.761
H -0.243 0.261 6.736
H -0.115 -1.252 4.835
C -1.932 -0.887 -3.107
C -2.806 -2.001 -2.584
O -2.842 -1.780 -1.157
S -2.763 -0.210 -0.865
O -4.069 0.283 -0.643
O -1.698 0.006 0.070
O -2.276 0.258 -2.306
H -0.873 -1.105 -2.952
H -2.107 -0.681 -4.159
H -2.410 -2.986 -2.812
H -3.825 -1.925 -2.967
C 2.330 2.655 -0.387
C 1.153 3.598 -0.255
O 1.670 4.719 0.472
S 3.215 4.932 0.096
O 3.303 5.927 -0.910
O 3.965 4.990 1.293
O 3.460 3.504 -0.607
H 2.498 2.094 0.535
H 2.209 1.962 -1.216
H 0.316 3.152 0.276
H 0.816 3.952 -1.232
C -0.284 -0.598 -7.722
C -1.471 -0.832 -8.631
O -1.938 -2.145 -8.282
S -1.683 -2.408 -6.728
O -2.879 -2.129 -6.010
O -0.982 -3.629 -6.581
O -0.664 -1.193 -6.469
H 0.607 -1.112 -8.087
H -0.063 0.458 -7.590
H -1.206 -0.789 -9.684
H -2.274 -0.121 -8.430
C 4.278 6.536 -5.012
C 3.660 5.730 -3.892
O 2.438 5.219 -4.447
S 2.637 4.954 -6.018
O 2.927 3.577 -6.212
O 1.592 5.606 -6.716
O 3.996 5.785 -6.203
H 3.806 7.515 -5.106
H 5.351 6.663 -4.889
H 3.459 6.323 -3.011
H 4.291 4.880 -3.620
*
```

For the HOMO energy, the calculation gives -11.455 eV. The calculation puts the LUMO energy at -0.100 hartree. Its maximum force is 0.0266 hartree/bohr. The value obtained for the total energy is -120355.6363 eV.

=====

2.
Density functional theory data (the ωB97M-V functional and the def2-TZVPD basis) for 2 unconnected molecules or ions with the total composition C2H4NS at a distorted geometry.

The geometry in ORCA input format:
```
! wB97M-V def2-TZVPD RIJCOSX def2/J DEFGRID3
* xyz 1 1
C 1.127 -0.562 -0.005
C -1.143 0.284 -0.895
N 0.799 -0.218 1.328
S -0.999 0.225 -2.503
H 1.644 0.540 1.516
H 1.021 -1.039 1.983
H -0.190 0.241 1.292
H -2.259 0.529 -2.716
*
```

The energy above the lowest of the compared OMol25 structures with the same formula, charge and spin comes out at 8.456 eV. For the HOMO energy (alpha / beta), the calculation gives -12.753 / -12.805 eV. The calculation puts the LUMO energy (alpha / beta) at -0.223 / -0.217 hartree. Its maximum force is 0.0600 hartree/bohr. The value obtained for the total energy is -14446.8803 eV.

=====

3.
Density functional theory data (the ωB97M-V functional and the def2-TZVPD basis) for a molecular structure, C26H20BrN2OReS2 at a distorted geometry.

The geometry in ORCA input format:
```
! wB97M-V def2-TZVPD RIJCOSX def2/J DEFGRID3
* xyz 1 2
Re -0.433 0.188 0.249
C 3.817 1.226 0.729
C 2.452 1.237 0.119
N 1.574 0.362 0.626
N 2.146 -0.526 1.465
C 1.429 -1.240 2.257
S -0.297 -0.941 2.435
S 2.378 -2.376 3.182
C 1.354 -3.908 3.454
C 1.265 -4.692 2.190
C 0.467 -4.018 1.146
C 0.630 -4.972 -0.773
C 1.448 -6.180 -0.497
C 1.969 -6.538 0.692
C 1.930 -5.839 1.952
C 2.136 2.168 -0.912
C 3.166 2.873 -1.578
C 2.902 3.867 -2.481
C 1.580 4.239 -2.754
C 0.547 3.536 -2.195
C 0.785 2.456 -1.316
O -0.229 1.783 -0.890
H 3.724 1.099 1.806
H 4.363 2.139 0.527
H 4.383 0.371 0.364
H 0.382 -3.588 3.825
H 1.902 -4.428 4.238
H -0.029 -3.152 1.577
H 0.328 -4.897 -1.814
H 1.620 -6.830 -1.343
H 2.531 -7.462 0.716
H 2.498 -6.289 2.754
H 4.191 2.600 -1.395
H 3.715 4.371 -2.978
H 1.378 5.065 -3.418
H -0.481 3.772 -2.422
Br -2.887 -0.038 -0.283
C -2.854 -1.983 -0.379
C -4.067 -2.630 -0.478
C -4.083 -4.013 -0.432
C -2.898 -4.690 -0.214
C -1.677 -4.036 -0.120
C -0.493 -4.848 0.285
C 1.276 -3.706 -0.150
C 0.853 -2.374 -0.619
C -0.376 -1.837 -0.404
C -1.611 -2.628 -0.276
H -4.980 -2.067 -0.577
H -5.014 -4.550 -0.514
H -2.917 -5.764 -0.097
H -0.813 -5.798 0.708
H 2.360 -3.753 -0.067
H 1.655 -1.720 -0.943
*
```

The energy above the lowest of the compared OMol25 structures with the same formula, charge and spin comes out at 3.640 eV. For the HOMO energy (alpha / beta), the calculation gives -10.533 / -10.553 eV. The calculation puts the LUMO energy (alpha / beta) at -0.194 / -0.180 hartree. Its maximum force is 0.0634 hartree/bohr. The value obtained for the total energy is -126147.6755 eV.

=====

4.
Density functional theory data (the ωB97M-V functional and the def2-TZVPD basis) for a single C3H5NOS molecule at a distorted geometry.

The geometry in ORCA input format:
```
! wB97M-V def2-TZVPD RIJCOSX def2/J DEFGRID3
* xyz 0 1
C -0.104 1.472 0.390
C 0.162 -0.896 1.285
C -0.034 -0.304 -1.264
N 0.127 0.192 0.044
O -0.465 2.377 -0.314
S 0.123 -2.458 1.039
H 0.201 1.629 1.577
H 0.448 -0.437 2.151
H -0.849 0.292 -1.897
H 0.897 -0.473 -1.780
H -0.505 -1.393 -1.232
*
```

The energy above the lowest of the compared OMol25 structures with the same formula, charge and spin comes out at 2.286 eV. For the HOMO energy, the calculation gives -9.710 eV. The calculation puts the LUMO energy at -0.027 hartree. Its maximum force is 0.1113 hartree/bohr. Its SMILES is CN(C=O)C=S. The value obtained for the total energy is -17562.9818 eV.

=====

5.
Density functional theory data (the ωB97M-V functional and the def2-TZVPD basis) for a molecular structure, C11H14BN7SV at a distorted geometry.

The geometry in ORCA input format:
```
! wB97M-V def2-TZVPD RIJCOSX def2/J DEFGRID3
* xyz 2 4
C 2.819 -0.366 1.003
N 1.581 -0.297 0.477
N 1.664 -0.033 -0.864
C 2.967 0.001 -1.208
C 3.720 -0.204 -0.065
B 0.416 0.210 -1.745
N -0.472 -1.043 -1.530
N -0.861 -1.475 -0.277
C -1.684 -2.531 -0.448
C -1.758 -2.836 -1.813
C -0.982 -1.879 -2.467
V -0.058 -0.976 1.733
N -0.262 1.602 -1.445
N -0.716 1.780 -0.176
C -1.259 2.984 -0.114
C -1.170 3.659 -1.360
C -0.508 2.713 -2.199
H -1.688 3.298 0.846
H -0.195 2.704 -3.242
H -1.528 4.647 -1.589
H 0.785 0.248 -2.885
H -0.795 -1.711 -3.517
H 3.257 0.207 -2.223
H -2.327 -3.635 -2.255
H 4.784 -0.218 0.031
H -2.203 -2.970 0.398
H 2.969 -0.493 2.063
H -2.065 -0.199 1.930
C -1.859 -1.144 2.490
H -2.484 -1.911 2.052
H -0.898 -1.935 2.553
H -1.990 -0.888 3.507
S 1.563 1.606 5.246
C 0.883 0.874 4.006
N 0.352 0.210 3.087
*
```

The energy above the lowest of the compared OMol25 structures with the same formula, charge and spin comes out at 2.998 eV. For the HOMO energy (alpha / beta), the calculation gives -15.450 / -15.473 eV. The calculation puts the LUMO energy (alpha / beta) at -0.344 / -0.386 hartree. Its maximum force is 0.1860 hartree/bohr. The value obtained for the total energy is -59244.9488 eV.

=====

6.
Density functional theory data (the ωB97M-V functional and the def2-TZVPD basis) for a single C2H2N2O molecule at a distorted geometry.

The geometry in ORCA input format:
```
! wB97M-V def2-TZVPD RIJCOSX def2/J DEFGRID3
* xyz 0 1
C -0.895 0.384 1.176
C -0.016 0.599 -0.332
N -1.561 0.051 2.055
N 0.626 -0.587 -0.610
O -0.033 1.637 -0.928
H 0.595 -1.491 0.033
H 1.284 -0.592 -1.394
*
```

The energy above the lowest of the compared OMol25 structures with the same formula, charge and spin comes out at 0.925 eV. For the HOMO energy, the calculation gives -11.629 eV. The calculation puts the LUMO energy at 0.019 hartree. Its maximum force is 0.0708 hartree/bohr. Its SMILES is N#CC(N)=O. The value obtained for the total energy is -7132.9187 eV.

=====

7.
Density functional theory data (the ωB97M-V functional and the def2-TZVPD basis) for a molecular structure, C3H10CuO2P at a distorted geometry.

The geometry in ORCA input format:
```
! wB97M-V def2-TZVPD RIJCOSX def2/J DEFGRID3
* xyz 1 2
O -1.990 1.893 -0.830
C -1.034 1.185 -0.803
O -0.942 0.334 -1.836
C 0.011 1.226 0.257
C 1.107 0.180 0.067
P 0.793 -1.441 1.076
H -1.879 0.192 -2.057
H 0.410 2.235 0.196
H -0.453 1.157 1.238
H 2.055 0.610 0.372
H 1.236 -0.114 -0.971
H 1.906 -2.056 0.354
H 1.679 -0.897 2.136
H -0.400 -0.866 1.717
H -0.104 -1.951 0.002
H 0.607 -2.637 1.860
Cu -3.002 0.950 -2.777
*
```

For the HOMO energy (alpha / beta), the calculation gives -11.877 / -11.557 eV. The calculation puts the LUMO energy (alpha / beta) at -0.247 / -0.247 hartree. Its maximum force is 0.0624 hartree/bohr. The value obtained for the total energy is -61281.7016 eV.

=====

8.
Density functional theory data (the ωB97M-V functional and the def2-TZVPD basis) for a molecular structure, C30H22Cl3FN6O10PtS.

The geometry in ORCA input format:
```
! wB97M-V def2-TZVPD RIJCOSX def2/J DEFGRID3
* xyz -2 5
Pt -0.433 -0.054 -0.977
C -1.283 4.741 4.632
O -0.203 4.014 5.222
C 0.278 2.967 4.515
C 1.288 2.212 5.158
C 1.791 1.053 4.566
C 1.365 0.605 3.335
C 1.768 -0.744 2.847
C 3.018 -1.381 3.433
O 1.111 -1.344 2.027
C 0.435 1.450 2.583
O 0.130 1.314 1.401
C -0.141 2.597 3.272
H -1.540 5.523 5.339
H -2.148 4.097 4.467
H -0.985 5.190 3.683
H 1.634 2.541 6.129
H 2.514 0.467 5.119
H 2.802 -1.789 4.423
H 3.835 -0.664 3.521
H 3.307 -2.198 2.777
H -0.878 3.151 2.709
Cl -2.760 -2.922 1.817
C -3.628 -2.424 0.408
C -4.965 -2.709 0.302
C -5.665 -2.304 -0.831
C -5.004 -1.659 -1.870
C -3.661 -1.372 -1.774
Cl -2.881 -0.644 -3.120
C -2.913 -1.685 -0.595
N -1.659 -1.364 -0.349
H -5.461 -3.240 1.103
H -6.726 -2.496 -0.905
H -5.537 -1.372 -2.765
F 4.671 1.442 -4.717
C 4.134 1.540 -3.488
C 3.909 0.452 -2.750
N 3.412 0.522 -1.471
C 3.021 -0.713 -0.792
C 2.127 -1.607 -1.660
O 2.716 -2.396 -2.395
O 0.861 -1.542 -1.534
C 3.148 1.736 -0.873
O 2.851 1.863 0.299
N 3.322 2.829 -1.701
C 3.788 2.864 -3.012
O 3.895 3.907 -3.623
H 4.092 -0.546 -3.128
H 2.531 -0.434 0.130
H 3.916 -1.301 -0.588
H 3.012 3.708 -1.314
O -7.278 5.659 4.091
S -7.618 4.554 3.200
O -7.216 3.248 3.698
O -8.978 4.599 2.680
C -6.564 4.880 1.742
N -6.859 6.007 1.071
C -6.034 6.278 0.060
C -4.958 5.495 -0.284
C -4.745 4.318 0.456
N -5.583 4.033 1.484
C -3.704 3.378 0.173
C -2.638 3.604 -0.754
C -1.722 2.637 -1.036
N -1.768 1.383 -0.483
C -2.717 1.192 0.501
C -3.647 2.118 0.839
H -6.264 7.181 -0.503
H -4.319 5.768 -1.114
H -2.509 4.567 -1.232
H -0.913 2.835 -1.722
H -2.664 0.257 1.036
H -4.360 1.911 1.625
Cl 0.525 1.103 -2.789
*
```

The energy above the lowest of the compared OMol25 structures with the same formula, charge and spin comes out at 1.069 eV. For the HOMO energy (alpha / beta), the calculation gives -0.594 / -3.132 eV. The calculation puts the LUMO energy (alpha / beta) at 0.129 / 0.047 hartree. Its maximum force is 0.0190 hartree/bohr. The value obtained for the total energy is -115249.7757 eV.